1.
116
Properties=species:S:1:pos:R:3:forces:R:3:mulliken_charge:R:1 method="wB97M-V/def2-TZVPD" spin_multiplicity=3 total_energy_ev=-97735.349 de_lowest_ev=1.852 total_charge=-1 gap_ev="6.340 / 7.306" s2=2.055
H -0.90046 -3.29317 -1.84343 0.0 0.0 0.0 0.058
C 4.17153 -1.77752 -0.81323 0.1 0.0 -0.1 1.316
C 3.14477 2.36157 2.96635 0.1 0.0 -0.1 -1.096
H -4.11754 -1.11268 2.23849 0.0 0.0 0.0 0.638
H -6.20646 -0.09829 2.24047 0.1 0.0 0.0 0.443
H -3.35019 2.19736 1.67915 -0.1 0.0 0.0 0.472
H 2.84403 -0.59716 -2.05990 0.0 -0.1 0.0 0.014
F 1.02783 1.96583 -2.78088 0.1 -0.2 0.2 -0.407
H 6.26533 1.02083 3.67514 0.0 0.0 0.0 0.313
C -5.91857 1.92316 -0.33255 0.0 -0.1 -0.1 -0.568
H -3.16535 3.14732 -0.62145 0.0 0.0 0.0 0.179
H 3.80473 -3.12585 4.59073 0.0 0.0 0.0 0.541
C 5.21085 1.24607 3.84800 0.0 0.1 0.0 -1.366
H -5.33981 -1.66864 -1.72014 0.0 0.0 0.0 0.331
H -3.78930 0.53718 -3.84203 0.0 0.0 0.1 0.202
F 0.45013 3.67300 -0.98871 0.1 -0.3 0.2 -0.417
H -1.26698 2.54628 0.31727 0.1 0.0 0.1 -0.543
C -2.98358 -0.16392 -4.01430 0.1 0.0 0.0 -0.279
H 2.53323 1.46829 3.06584 -0.1 -0.1 0.0 -0.128
C -4.47155 -1.24677 -1.21803 0.0 -0.1 -0.1 -2.448
H -5.07643 1.75131 -2.26225 0.0 0.0 -0.1 0.133
P -1.73771 0.78260 -1.62047 0.0 0.4 -0.2 0.984
C -2.34810 -4.65770 0.14878 0.0 0.0 0.1 -2.076
C 5.97162 -0.02871 -0.89077 0.0 0.0 -0.1 -0.386
H -6.34432 2.88232 -0.61578 0.0 0.0 0.1 0.412
C -2.77052 3.39827 -1.60031 0.0 -0.1 -0.1 0.138
C -1.53490 2.78793 -3.56979 0.1 0.0 0.1 -0.748
O -0.43057 0.48243 -0.98572 -0.8 -0.3 -0.1 0.874
H -1.71326 -5.48700 0.46886 0.0 0.0 0.0 0.512
C -0.86895 -1.88298 -4.54814 0.0 0.0 -0.1 -0.563
C -1.91763 -0.24734 -3.11837 -0.2 0.0 0.0 0.694
H -3.18479 0.59763 3.69567 0.0 0.0 0.0 0.416
C -1.54816 -3.35610 0.22394 0.0 0.0 -0.2 1.038
C -5.43710 0.35986 1.62049 -0.1 0.1 0.0 -0.980
H 0.17659 -4.22054 -0.77983 0.0 0.0 0.0 0.575
N 3.28150 -0.51491 1.59038 -0.4 0.1 0.1 1.009
C 4.93410 1.30120 1.35223 0.0 0.0 0.0 0.847
H 5.13708 2.97150 2.60166 0.0 0.0 0.0 0.548
H 6.38086 -0.53808 -1.75721 0.0 0.0 0.0 0.280
H -0.93178 2.07213 -4.11321 -0.1 0.0 0.0 0.459
H -2.43454 2.18813 3.86764 0.0 0.0 0.0 0.473
H 0.17899 -2.44414 -0.72092 0.0 0.0 -0.1 -0.259
H 2.91095 -2.31480 -2.49968 0.1 0.0 0.0 0.504
H -1.41641 4.27925 -5.10220 0.0 0.0 0.0 0.423
C -1.79432 4.03379 -4.11687 0.0 0.0 0.0 -0.801
C -2.02627 -0.98663 0.92953 -0.4 0.0 -0.4 -0.538
H 5.12525 1.84163 4.76250 0.0 0.0 0.0 0.462
H 2.71262 2.98839 2.19024 -0.1 0.0 -0.1 0.047
H -2.73675 5.94167 -3.83318 0.0 0.0 0.0 0.393
C 2.59820 -2.05747 3.22804 0.1 0.0 0.0 0.472
H 4.69404 0.30135 4.00901 0.0 0.0 0.0 0.135
H -0.35926 1.66639 1.52313 0.2 -0.1 0.0 -0.625
H -3.83432 -0.88447 -5.84318 0.0 0.0 0.0 0.436
Te 1.98610 2.61743 -1.29456 -0.8 1.7 -1.6 2.028
C -1.01375 -1.76491 2.88255 -0.3 0.2 -0.2 0.044
C -3.50265 -2.17915 -0.74574 -0.1 0.0 0.0 -0.654
H -0.00667 -1.10668 -2.72752 -0.1 0.0 0.0 0.437
H 5.63594 -3.12372 0.04035 0.0 0.0 0.0 0.398
C -2.94576 0.26413 0.96971 0.2 0.0 0.0 3.407
H -3.21665 -4.62137 0.81066 0.0 0.0 0.0 0.367
F 3.44300 1.83552 -2.17919 0.3 -0.1 0.8 -0.412
C 3.71365 -1.45926 2.44430 0.1 0.2 -0.2 -0.041
C 0.30244 -2.14706 3.47823 -0.2 0.0 0.0 0.423
H -3.66049 -3.17355 -1.14834 0.0 0.1 0.1 0.180
C -2.38806 1.24077 3.32515 -0.1 -0.1 -0.1 -1.890
H 1.79867 -3.98328 5.87566 0.0 0.0 0.0 0.408
C 4.84888 -0.53870 -0.25804 -0.2 0.1 0.1 0.747
C -2.01587 2.45874 -2.30150 -0.2 -0.1 -0.1 0.722
C -1.94723 -1.82207 -5.41704 0.0 0.1 0.0 -0.745
F 2.40603 4.01687 -2.50602 -0.1 -0.2 0.1 -0.389
N -0.88142 -1.06632 1.74477 0.6 0.4 -0.4 0.491
H -6.32752 2.32530 1.65472 0.0 0.0 -0.1 0.350
C 5.14596 -2.95264 -0.92085 0.0 0.0 0.0 -1.905
C 6.02795 1.80098 0.64580 0.0 0.0 0.0 -1.278
H -1.13869 3.17538 1.95535 -0.1 0.0 0.0 0.649
C -1.24945 2.26124 1.36630 -0.2 0.0 -0.1 -0.218
O -2.05779 -2.15487 3.40726 0.1 -0.1 0.0 -0.775
C -2.54247 4.96454 -3.40686 0.0 0.0 0.0 -0.696
C -4.24068 -0.21816 1.63640 0.1 0.1 -0.1 -1.673
C -4.38460 0.09648 -1.11162 0.0 0.3 0.0 0.139
H -6.31562 0.53657 -1.91951 0.0 0.0 0.0 0.553
H -0.03476 -2.53895 -4.76523 0.0 0.0 0.0 0.454
H 3.37856 -2.07046 -0.12978 0.0 0.0 0.1 -0.126
H -1.05665 -3.37589 1.18617 0.1 0.1 0.2 -0.166
H 5.91719 -2.75903 -1.67249 0.0 0.0 0.0 0.318
Pt 1.18985 -0.47862 1.34539 0.6 0.1 0.1 2.101
H -2.68783 -4.88313 -0.86553 0.0 0.0 0.0 0.389
F 2.84526 3.83244 -0.13435 0.3 -0.7 0.1 -0.394
H -0.50199 -3.28724 5.05683 0.0 0.0 0.0 0.571
C 1.67975 -3.34234 5.01110 0.0 0.1 -0.1 -0.657
N 1.37908 -1.70980 2.82669 -0.4 -0.1 0.1 0.526
C -5.89216 1.60688 0.96199 0.1 -0.1 0.0 -0.723
C 4.34362 0.11929 0.87453 0.0 0.1 -0.2 -0.719
H 7.41772 1.55135 -0.96463 0.0 0.0 0.0 0.343
H 6.48279 2.72580 0.98270 0.0 0.0 0.0 0.368
C -2.40560 -2.08692 0.14540 0.3 0.3 0.2 1.467
C -2.50261 1.51873 1.81944 0.2 -0.2 0.0 -0.051
C -3.15477 0.62539 -0.50436 -0.1 -0.7 0.1 0.006
C 3.50491 -1.46073 -2.15832 0.0 0.0 0.1 -1.409
C -0.45271 -3.32726 -0.84717 0.0 0.0 0.1 -0.954
H 4.25322 -1.22695 -2.92095 0.0 0.0 0.0 0.390
C -0.85358 -1.09260 -3.40451 0.1 0.0 0.1 -1.161
C 4.60617 2.01852 2.66454 -0.1 -0.2 0.1 0.470
C -5.45801 1.06884 -1.49331 0.0 0.0 0.2 -0.196
C 0.41524 -2.96898 4.58006 0.0 0.0 0.1 -0.757
H -1.43477 0.76621 3.56141 0.0 0.0 0.0 0.254
C -3.02910 4.64687 -2.14804 0.0 0.0 0.0 -1.149
H 3.10001 2.90884 3.91342 0.0 0.0 0.0 0.541
O 1.62414 1.36923 -0.10677 0.9 -0.7 1.1 -1.831
C -3.00256 -0.95415 -5.15162 0.0 0.0 0.0 -0.648
H -3.60987 5.37035 -1.58879 0.0 0.0 0.0 0.470
H -1.96006 -2.42939 -6.31430 0.0 0.0 0.0 0.380
C 2.78783 -2.88044 4.31700 0.0 -0.1 0.2 -0.562
C 6.55884 1.14004 -0.44672 0.0 0.1 -0.1 -1.443
H 4.61398 -3.86385 -1.20980 0.0 0.0 0.0 0.457
O 4.86726 -1.82407 2.65855 0.0 -0.1 0.0 -0.765

***

2.
91
Properties=species:S:1:pos:R:3:forces:R:3:mulliken_charge:R:1 method="wB97M-V/def2-TZVPD" spin_multiplicity=2 total_energy_ev=-159373.485 de_lowest_ev=6.609 total_charge=+1 gap_ev="5.966 / 6.360" s2=1.064
C -2.77412 -4.04971 -4.06732 0.1 0.3 0.2 -0.840
C 4.54248 0.06754 -1.81711 0.6 -0.3 0.0 0.177
C 6.94529 -0.24237 -0.42550 -0.6 0.0 -0.1 -0.834
C -4.54482 -3.22240 -2.66448 0.3 0.2 0.1 -0.880
C -0.55823 0.99599 3.79151 0.0 0.0 -0.5 -1.055
P -1.21455 -0.94445 -1.78820 -1.3 0.8 -3.1 0.535
H 0.50458 1.65382 2.03668 -0.1 -0.1 0.2 0.726
C -3.70620 -0.46674 0.53306 -0.6 0.8 0.7 0.089
C -1.10815 -1.17204 2.24384 0.3 -1.2 1.3 -0.719
H -4.47820 3.78051 -1.65223 0.2 -0.1 0.0 0.464
H 3.68036 0.70569 -6.46191 -0.1 -0.1 0.2 0.494
C 2.74092 3.07196 -0.72133 -0.3 -0.2 -0.4 -1.200
C 3.18377 -0.40370 0.27748 3.6 -2.8 5.7 -0.259
C -3.63828 -0.16721 9.87591 -0.1 -0.7 -0.6 -0.384
N -0.23995 -0.45182 -3.08468 -0.2 -1.2 -1.8 -0.360
C -2.38627 1.31106 -0.59564 -1.2 3.2 -3.3 0.033
C 2.50706 1.72964 -1.03528 0.5 3.2 -0.1 0.021
N -0.35911 -0.19000 1.70379 1.1 0.8 5.9 -0.309
H -3.06667 1.64560 10.89219 0.0 -0.1 -0.2 0.380
C 5.72476 -0.39215 0.23679 -0.3 -0.1 0.2 -0.838
P 1.22632 -0.43153 -2.23572 -0.8 2.0 -3.1 0.555
H -1.30093 -2.01662 1.58794 0.4 -0.2 0.7 0.835
C -1.89577 -3.10509 -3.52303 0.0 0.0 0.0 -0.548
Tc 0.30492 -0.31782 -0.11550 0.8 -2.5 -0.7 0.369
C 0.69203 2.37957 -2.47416 -0.1 0.2 0.0 -0.225
H -2.90830 -1.70995 5.99082 0.0 0.1 0.1 0.158
O 3.23379 -0.68199 1.51698 -0.9 1.0 -3.6 -0.735
C -3.16935 2.46820 -0.55423 -0.8 0.4 0.0 -0.412
C -0.10016 0.87424 2.49085 -0.2 0.5 1.2 -0.457
S -1.96959 -0.40230 0.25225 -6.3 -7.3 2.0 0.211
H -1.79030 2.55810 8.94914 0.0 -0.1 0.0 0.426
C -2.29701 0.54905 -1.76975 0.0 0.7 -2.1 0.820
C -2.21530 0.84525 7.70309 0.1 0.6 0.6 0.454
O 2.12571 -0.25020 -0.40992 4.1 -4.3 0.8 -0.069
C -3.00938 0.98048 -2.90253 -0.4 0.5 0.0 -0.339
C 0.92314 3.72203 -2.15969 0.0 -0.3 0.0 -0.911
C 1.94716 4.06781 -1.28310 0.0 0.0 0.0 -0.830
H 3.13939 0.97156 -0.57729 -0.3 4.1 -1.4 -0.759
H 1.30953 0.12028 1.14223 -0.6 -0.1 -0.1 0.285
C 3.46503 -0.05816 -5.71904 -1.0 -0.6 0.0 -1.307
H -0.86151 -3.12572 -3.85538 0.0 0.1 0.0 0.417
H 4.17418 -3.29371 -4.97865 -0.1 0.2 0.1 0.436
C 2.62366 0.23887 -4.64275 -0.5 0.1 -0.2 0.770
C -1.81852 0.10025 5.71696 -0.3 0.4 1.5 -0.464
H 4.67648 -1.55672 -6.67843 -0.1 0.0 0.2 0.389
H -2.20455 -1.97894 3.88200 0.1 0.0 0.0 0.337
H -2.94835 0.42279 -3.83450 0.0 -0.1 0.2 0.481
H -4.04648 -1.61269 -1.35006 0.0 -0.2 -0.4 0.104
H -0.21373 -1.12665 -3.84301 -0.1 0.5 -0.6 0.410
H -0.11768 2.14495 -3.16058 0.1 -0.1 0.1 0.526
H 2.70107 -2.78103 -3.07531 0.0 0.2 0.0 0.481
H -5.57246 -3.26875 -2.31280 0.2 0.1 0.0 0.450
C -1.33422 -0.03134 4.33782 -0.2 -0.1 0.3 1.244
C -3.57843 -0.92952 8.70322 0.0 0.4 0.6 -1.025
C -3.00381 1.07447 9.96882 0.7 0.6 -0.8 -0.529
H 3.60228 0.18676 -2.35263 1.1 0.1 0.2 0.961
H -3.22018 3.05401 0.35958 0.0 -0.1 -0.1 0.513
C -3.66824 -2.27690 -2.12545 0.0 0.0 -0.1 -0.312
C 5.76292 0.21627 -2.47499 -0.2 -0.2 0.6 -0.593
C 4.50545 -0.24011 -0.44624 1.0 -0.5 -0.6 0.099
H 7.87320 -0.36489 0.12444 -0.1 0.0 -0.1 0.411
C 6.96513 0.06271 -1.78544 0.0 0.0 0.2 -0.307
C 2.90487 -2.00178 -3.80730 0.1 0.0 -0.2 -0.320
H -1.82998 1.02087 0.29301 0.6 4.3 0.4 0.001
H -4.07122 -1.89282 8.63261 0.0 0.1 0.0 0.378
C -3.79454 2.13463 -2.85906 0.5 -0.8 -0.1 -0.693
H -2.41817 -4.75098 -4.81739 0.0 0.2 0.1 0.420
Br 5.79349 0.63050 -4.32120 1.2 0.5 0.8 -0.057
C 3.74206 -2.30082 -4.88605 -0.2 0.2 0.0 -0.865
H -4.19003 -0.54912 10.73278 0.1 0.0 -0.2 0.383
H -0.31354 1.88070 4.37268 -0.1 -0.2 -0.1 0.507
H -4.33585 2.45378 -3.74556 0.1 -0.1 0.1 0.479
C 2.33509 -0.72471 -3.66548 0.8 -1.5 -0.3 0.289
C 1.47695 1.35836 -1.91723 -0.1 1.0 -0.3 2.363
C -2.28535 1.59565 8.88510 -0.3 -0.1 0.6 -0.655
C -2.33342 -2.17831 -2.56439 -0.6 -0.8 0.6 0.899
C -3.87380 2.87809 -1.68470 0.4 0.0 0.8 -0.804
N -4.85056 -0.50933 0.71810 0.5 -0.3 0.0 -0.605
C -2.85538 -0.38419 7.64038 -0.2 -0.4 0.0 0.793
H 0.29484 4.49269 -2.59819 0.1 -0.1 0.0 0.489
H -4.77892 -4.83988 -4.06279 0.1 0.1 0.1 0.398
H 5.70746 -0.63064 1.29987 -0.1 0.1 -0.3 0.499
N -1.58529 1.12693 6.51729 0.4 -0.1 -1.1 -0.651
H 2.12387 5.11103 -1.03646 0.0 -0.1 0.0 0.436
H 2.19619 1.23639 -4.58644 0.1 -0.1 0.2 0.294
N -2.58891 -0.83478 6.37359 -0.1 -0.8 -0.9 0.020
C -1.61220 -1.14172 3.53619 0.3 0.4 0.0 -0.896
C 4.02352 -1.32740 -5.84048 -0.5 -0.2 -0.1 -0.171
C -4.09923 -4.10355 -3.64240 0.2 0.0 0.0 -0.468
H 3.54045 3.33603 -0.03446 -0.1 -0.1 -0.1 0.542
H 7.91579 0.17814 -2.29555 -0.2 0.0 0.0 0.433

***

3.
98
Properties=species:S:1:pos:R:3:forces:R:3:mulliken_charge:R:1 method="wB97M-V/def2-TZVPD" total_energy_ev=-150693.211 total_charge=+1 gap_ev=7.107
F 4.36648 4.75348 2.72057 0.0 0.0 0.0 -0.284
F 2.68410 5.37939 -1.61755 0.0 0.0 0.0 -0.295
S -0.72367 -0.39933 2.00399 0.0 0.1 -0.2 -0.142
H 1.48871 0.20422 3.38830 0.0 0.0 0.0 0.262
H 2.24047 -3.86061 -2.42700 0.1 0.0 0.0 0.480
C 3.75744 4.27039 1.64452 0.1 0.1 0.2 0.260
C 6.43248 0.06455 -2.08238 0.0 0.0 0.0 -1.749
C -0.01563 -0.87671 5.35188 0.0 0.0 -0.1 -1.618
H 0.91753 -4.40440 4.25905 0.0 0.1 0.0 0.589
H -6.78841 -0.48415 -0.80089 0.0 0.0 0.0 0.388
C -4.83527 -0.92815 1.70032 0.0 0.2 0.0 -0.446
F 3.56381 2.18699 2.67220 0.0 0.0 0.0 -0.269
C 1.72234 -3.35925 -3.24188 0.0 0.1 0.1 -2.148
H -5.36820 2.88039 0.42135 0.0 0.0 0.0 0.464
H -7.23169 1.21106 -0.56027 0.0 0.0 0.0 0.466
S -2.37375 -0.83891 -1.35730 0.4 0.2 0.1 -0.303
C 1.87815 -2.49309 5.47131 0.0 -0.1 0.0 -2.219
H -4.04204 -2.65494 2.80398 0.0 0.0 -0.1 0.639
C 3.53875 5.08525 0.55082 0.0 0.0 0.0 0.601
H 7.24786 -0.26313 -2.73115 -0.1 0.0 0.0 0.440
H 2.64020 -3.05485 4.92687 0.0 0.0 0.0 0.467
C -4.75111 1.18366 -1.47685 0.1 -0.1 0.0 -1.851
H -5.43893 1.95646 -1.82084 0.0 0.0 0.0 0.577
H -7.08288 0.14635 0.82933 0.0 0.0 0.0 0.409
H 1.31831 -5.50985 -4.72855 0.0 0.0 0.0 0.442
C -3.35162 -1.09825 0.06013 -0.1 0.0 0.3 0.248
Cl -0.44925 2.61198 1.17515 0.0 0.3 0.0 -0.136
C 1.06857 -1.59179 4.54296 0.0 0.1 0.0 1.361
H -4.81504 0.34192 -2.16623 0.0 0.0 0.0 0.464
H -0.81981 -5.24266 2.33845 0.0 0.1 0.0 0.661
H 1.06701 -6.00736 -3.04848 0.0 0.0 0.0 0.399
H 6.47758 -2.55243 -2.41416 -0.1 0.0 0.0 0.414
H 3.86659 -1.31604 -3.97507 0.0 0.0 0.0 0.120
H 2.65194 -0.14899 4.66551 0.0 0.0 0.0 0.540
H -0.69822 -1.60288 5.79924 0.0 0.0 0.0 0.406
S 2.24901 0.71797 0.50773 0.1 0.0 -0.5 0.613
H 5.59817 -2.40414 -0.88467 0.0 0.0 0.0 0.378
H 0.44796 -0.29801 6.15251 0.0 0.0 0.0 0.484
C 0.34409 -3.82876 3.55830 0.1 0.1 0.1 -0.530
H 4.51030 0.33066 -4.04643 0.0 0.0 0.0 0.364
F 1.87434 2.82045 -1.67414 -0.1 -0.1 -0.1 -0.338
H -3.39258 -4.82830 -0.95797 0.1 0.0 0.0 0.652
C 0.37542 -4.00625 -3.51551 0.0 0.0 -0.1 1.561
H 6.76252 -0.01156 -1.04503 0.0 0.0 0.0 0.379
C -4.03825 -1.97427 1.96843 0.1 -0.1 0.0 -1.235
C 3.31628 0.13262 -0.67334 0.0 -0.2 0.1 -0.570
H -0.55837 -2.23513 -4.33606 0.0 0.0 0.0 0.234
C -0.51448 -4.24611 2.61289 -0.1 0.0 -0.1 -1.250
C 2.90542 4.58835 -0.57672 0.0 0.1 0.0 0.157
N -1.01703 -3.13190 1.97656 -0.1 0.0 0.1 0.458
C -0.49411 -3.38587 -1.11386 -0.3 -0.1 -0.1 -0.106
H 5.55731 -1.04362 -4.44136 -0.1 0.0 0.0 0.420
N -1.64060 -3.68412 -0.46263 0.1 -0.1 0.1 -0.012
N -0.55137 -3.99383 -2.32657 0.0 0.1 -0.1 0.493
S 0.76811 -2.40698 -0.44871 0.0 0.0 0.2 -0.207
C 5.52167 -2.27424 -1.96536 0.0 0.1 0.0 -1.407
F 3.93547 6.34311 0.58063 0.0 0.1 0.0 -0.273
H -2.24428 1.79938 -0.08312 -0.1 -0.1 0.0 -0.531
H 2.67191 -1.10020 3.17349 0.0 0.0 0.0 0.380
H 2.38575 -1.85773 6.19501 0.0 0.0 0.0 0.455
C 4.74916 -0.70290 -3.78919 0.1 0.0 0.0 -1.352
C -0.44645 -2.03623 2.50915 0.0 -0.3 -0.1 -0.053
H -5.57469 1.81523 1.81365 0.0 0.0 0.0 0.378
C 5.19278 -0.81397 -2.32492 0.0 0.0 0.0 2.007
Cl 0.30746 0.18235 -2.58008 0.3 0.3 -0.5 -0.611
C -2.42636 -4.47393 -1.27676 -0.1 0.2 0.1 -1.325
C -5.00725 1.96614 0.89304 0.0 -0.1 0.1 -1.346
H 1.24529 -3.18451 6.02975 0.0 0.0 0.0 0.533
C 2.72349 2.43298 0.48490 -0.2 -0.1 0.0 -0.098
H 6.21557 1.11148 -2.30230 0.0 0.0 0.0 0.367
H -3.74305 1.58631 -1.51506 0.0 0.0 0.0 0.253
H -0.58887 -0.19689 4.72137 0.0 0.0 0.0 0.299
H -1.24920 -3.74584 -4.95553 0.0 0.0 0.0 0.408
C -1.18097 1.83128 -0.27688 -0.1 0.4 0.6 0.111
C 0.62349 -5.47014 -3.88904 -0.1 0.0 0.0 -1.711
C 4.12295 -0.32814 -1.43722 0.1 0.1 -0.1 -0.376
C 2.50075 3.27275 -0.59752 0.0 -0.2 0.1 0.187
H -3.96073 2.10772 1.16703 0.0 0.0 -0.1 0.212
H -0.28868 -5.98709 -4.18804 0.1 0.0 0.0 0.433
H -2.05360 -5.21373 -3.30158 0.1 0.0 0.0 0.557
N -4.42088 -0.38352 0.49577 -0.1 0.0 0.0 0.622
H 1.63521 -2.30156 -3.00545 0.0 0.0 0.0 0.105
H 4.75450 -2.94795 -2.34008 -0.1 -0.1 0.0 0.180
Ti -0.24187 -0.01511 -0.48168 -0.7 -1.1 0.3 0.902
B -2.15591 -3.30802 0.94302 0.1 0.1 -0.1 1.423
N -3.12421 -2.08224 0.94670 -0.1 -0.2 -0.1 0.096
C -6.66015 0.38020 -0.14621 0.0 0.0 0.0 -1.650
H -0.99722 2.48777 -1.12155 0.1 0.0 -0.2 0.666
C 2.02430 -0.59503 3.89218 0.0 0.0 -0.1 -1.507
H 2.31849 -3.46455 -4.15091 0.0 0.0 0.0 0.643
C -5.18456 0.78861 -0.07127 -0.1 0.0 0.0 0.994
H -2.82070 -4.23593 1.32620 0.0 0.0 0.0 -0.239
C -0.32429 -3.25443 -4.64994 0.0 0.0 0.1 -1.555
C 3.34729 2.95232 1.60597 0.0 -0.1 0.0 0.209
N 0.38464 -2.44409 3.50310 0.0 0.1 0.1 0.476
H -5.65248 -0.52178 2.26746 0.0 0.0 -0.1 0.550
H 0.33667 -3.20628 -5.51690 0.0 0.0 0.0 0.450
C -1.76706 -4.65741 -2.42818 0.1 0.0 -0.1 -0.438